{"formula": "C18H26BN10ORh", "method": "the ωB97M-V functional and the def2-TZVPD basis", "species": ["Rh", "O", "N", "N", "N", "N", "N", "N", "N", "N", "N", "N", "C", "C", "C", "C", "C", "C", "C", "C", "C", "C", "C", "C", "C", "C", "C", "C", "C", "C", "B", "H", "H", "H", "H", "H", "H", "H", "H", "H", "H", "H", "H", "H", "H", "H", "H", "H", "H", "H", "H", "H", "H", "H", "H", "H", "H"], "coordinates": [[0.4841, -0.7149, -1.1643], [0.3740, -2.6049, -1.8581], [0.0542, 2.0348, -0.3124], [-1.3675, -0.3144, -0.4381], [1.3612, -0.3584, 0.5969], [0.2795, 3.2270, 2.4698], [0.8624, 0.5313, 1.4828], [0.0709, -4.3479, -0.4018], [-0.6925, 2.5221, 2.0125], [-1.4574, 0.3822, 0.7212], [0.5574, 1.2862, -1.3079], [0.0956, -4.6742, -2.6732], [0.8296, 2.0570, -2.3682], [0.4894, 3.3671, -2.0295], [3.2890, -1.8823, 0.2820], [2.4798, -0.9135, 1.0780], [-2.7376, -1.8964, -1.8024], [0.1825, -3.8667, -1.6400], [0.5356, 5.2926, 3.8190], [1.4041, 1.4908, -3.6234], [-2.6329, 0.0732, 1.2954], [-3.3116, -0.8169, 0.4927], [0.0040, 3.3100, -0.7414], [-1.9521, 3.1057, 2.3575], [-0.3013, 4.3007, 3.1683], [-0.1292, -6.1196, -2.6119], [1.6554, 0.5070, 2.5666], [2.6861, -0.3843, 2.3507], [-2.4787, -1.0600, -0.5989], [-1.7221, 4.2146, 3.0786], [-0.3337, 1.3790, 1.0226], [-2.4421, 4.8885, 3.5157], [2.4433, 1.1948, -3.4690], [3.6570, -1.4126, -0.6331], [-4.2859, -1.2459, 0.6616], [0.0086, 5.8297, 4.6049], [3.4826, -0.6343, 3.0318], [0.5860, 4.2404, -2.6534], [-0.3868, -6.4725, -3.6047], [-1.8341, -2.0732, -2.3802], [1.4708, 4.8503, 4.1682], [0.2621, -4.2521, -3.5742], [-0.9488, -6.3622, -1.9360], [-0.3796, 4.1047, -0.1223], [0.0914, -3.7322, 0.3917], [-3.4519, -1.3823, -2.4480], [2.6952, -2.7522, -0.0080], [-2.8812, 2.6698, 2.0283], [0.8429, 6.0529, 3.0782], [1.3867, 2.2224, -4.4261], [-2.9196, 0.4732, 2.2550], [4.1506, -2.2204, 0.8504], [-3.1931, -2.8455, -1.5240], [0.7652, -6.6517, -2.2859], [0.8501, 0.6076, -3.9486], [-0.0006, -5.3379, -0.2290], [1.4526, 1.1139, 3.4335]], "forces_ev_per_a": [[-0.892, 1.442, 0.691], [0.295, 0.057, 0.472], [-0.066, 0.459, 0.129], [0.979, -0.724, -0.415], [-0.509, -0.409, -1.006], [-0.056, 0.129, 0.168], [0.149, 0.124, 0.323], [0.002, 0.109, 0.055], [-0.219, -0.057, 0.038], [-0.501, 0.062, 0.191], [0.189, -0.966, -0.062], [-0.020, -0.067, -0.255], [-0.015, -0.043, -0.050], [-0.019, 0.100, -0.034], [-0.187, 0.048, -0.093], [0.084, -0.097, 0.053], [-0.059, 0.086, -0.006], [-0.019, 0.018, 0.095], [0.199, 0.070, -0.014], [0.078, -0.076, 0.170], [0.004, -0.084, 0.048], [-0.032, -0.082, -0.081], [0.027, 0.114, -0.119], [-0.129, -0.281, -0.262], [-0.148, 0.115, 0.063], [0.122, -0.160, 0.135], [0.171, -0.024, 0.086], [0.020, -0.059, 0.086], [-0.033, -0.040, 0.016], [0.402, 0.032, 0.093], [0.265, -0.060, -0.284], [0.021, -0.018, -0.036], [0.032, 0.055, -0.003], [0.075, 0.023, 0.029], [0.018, 0.053, 0.014], [-0.009, -0.056, 0.029], [0.003, 0.028, -0.039], [-0.002, -0.028, 0.026], [-0.048, 0.042, -0.018], [-0.063, -0.042, -0.005], [-0.040, 0.010, 0.062], [-0.018, 0.002, -0.020], [-0.095, 0.094, -0.077], [0.052, -0.025, 0.013], [0.016, 0.030, -0.012], [-0.012, 0.025, 0.015], [0.044, -0.037, 0.077], [0.041, -0.013, -0.043], [-0.064, -0.070, -0.048], [-0.064, 0.003, 0.000], [-0.001, 0.076, -0.056], [-0.015, -0.022, 0.019], [0.064, -0.020, 0.030], [0.064, 0.080, -0.013], [-0.062, 0.038, -0.087], [-0.011, -0.004, 0.010], [-0.010, 0.040, -0.097]], "total_energy_ev": -39696.3175, "spin_multiplicity": 2, "e_homo_ha": [-0.6624, -0.6623], "homo_lumo_gap_ev": [6.91, 5.90], "charge": 3}


{"formula": "C18H26Br36N7", "method": "the ωB97M-V functional and the def2-TZVPD basis", "species": ["Br", "Br", "Br", "Br", "Br", "Br", "Br", "Br", "Br", "Br", "Br", "Br", "Br", "Br", "Br", "Br", "Br", "Br", "Br", "Br", "Br", "Br", "Br", "Br", "Br", "Br", "Br", "Br", "Br", "Br", "Br", "Br", "Br", "Br", "Br", "Br", "N", "N", "N", "N", "N", "N", "N", "C", "C", "C", "C", "C", "C", "C", "C", "C", "C", "C", "C", "C", "C", "C", "C", "C", "C", "H", "H", "H", "H", "H", "H", "H", "H", "H", "H", "H", "H", "H", "H", "H", "H", "H", "H", "H", "H", "H", "H", "H", "H", "H", "H"], "coordinates": [[3.3018, -8.6905, -5.0366], [-7.0528, 6.6507, -11.9263], [-7.6117, 6.0625, 4.8031], [2.2193, -1.8192, 3.1439], [-4.1588, 7.8739, -11.3510], [-1.6414, 0.0190, -3.3638], [9.4681, -6.8756, 3.7443], [5.7485, -1.4096, 4.9911], [8.9232, -5.3438, 6.4960], [0.0401, -9.3617, 2.6246], [2.0511, -6.3646, -3.2414], [-5.1550, 5.0751, -1.6293], [-7.3644, 1.5084, -6.2871], [-3.4977, 0.2591, 2.2028], [-1.9310, -7.6633, 0.7702], [-5.8207, 1.9935, -1.9310], [5.5211, 6.2569, 3.9882], [-4.6246, -1.0864, -3.0991], [-4.3700, 2.3771, -5.6053], [-8.0188, 4.1808, -2.7461], [-6.7116, 4.8458, 1.9932], [1.2259, -7.4387, 0.3699], [-4.4896, 4.7458, -11.9054], [5.7210, 6.7464, 0.8403], [1.0329, -9.3752, -2.9005], [-2.3174, -2.2592, -1.2257], [-0.8815, -2.4138, 3.6753], [-3.3529, 3.2828, 1.1279], [1.0710, -4.7712, 2.7544], [-5.9222, 3.7665, -8.0261], [-4.0904, 2.7070, 4.1742], [4.6749, -4.4009, 5.3119], [-9.2591, 3.6521, 3.5070], [3.2697, 7.9557, 2.4900], [6.8101, -7.4835, 5.4088], [6.9505, -3.7492, 3.1734], [2.2077, 0.8225, 0.1399], [3.2775, 4.0634, 0.2376], [-0.6971, 1.3183, -0.4905], [4.0209, 1.8498, 0.8769], [2.0917, 2.1288, -0.0873], [-0.1643, 0.7404, 1.7294], [-1.0133, -0.9606, 0.3803], [3.9831, -0.5791, 1.1390], [-6.0822, 2.9477, -6.2870], [0.9127, -3.1227, 3.7355], [-6.5490, 3.7425, -1.5764], [1.1951, -0.1582, -0.1950], [8.6697, -6.9779, 5.4964], [-4.1887, 2.0583, 2.3610], [6.1891, -3.2872, 4.8833], [-0.2397, -8.5826, 0.8834], [-2.7514, -1.5105, -2.9505], [3.1727, 2.7498, 0.3628], [5.3020, -0.7024, 0.9860], [-5.3064, 6.3338, -11.1727], [-7.5301, 4.4812, 3.7064], [5.1337, 7.4631, 2.5366], [-0.2088, 0.2528, 0.3813], [3.3870, 0.6864, 0.7121], [2.5274, -8.2337, -3.3324], [-0.2701, -9.3958, 0.1707], [-1.2763, -1.1667, -0.5790], [3.2858, -8.4057, -2.5811], [5.6999, 8.3677, 2.7113], [-6.4560, 3.7053, -5.6110], [-1.8649, -0.7867, 0.9133], [6.9472, -3.4803, 5.6298], [4.0032, 4.6335, 0.6406], [1.1307, -3.3439, 4.7720], [1.3570, 2.6717, -0.5187], [5.7678, -0.3252, 0.0782], [-0.0794, -0.0030, 2.4089], [-6.9377, 3.7234, -0.5672], [9.1865, -7.7598, 6.0350], [1.4889, -1.1689, 0.0864], [-2.5349, -2.2683, -3.6909], [3.3807, -1.4272, 1.5319], [2.5753, 4.5316, -0.3063], [1.0962, -0.1211, -1.2934], [5.8720, -1.1832, 1.7788], [-6.8926, 3.7719, 4.2164], [0.5116, 1.4760, 1.8677], [-5.4438, 6.1617, -10.1141], [-5.2369, 2.0101, 2.0962], [-1.4423, 1.8429, -0.0489], [-0.9649, 0.9632, -1.3984]], "forces_ev_per_a": [[-0.105, 0.053, 0.142], [0.153, -0.029, 0.044], [0.016, -0.132, -0.149], [-1.014, -0.663, 1.006], [-0.091, -0.127, -0.007], [-0.149, -0.222, -0.476], [-0.070, 0.011, 0.150], [0.024, -0.103, -0.052], [-0.012, -0.094, -0.062], [-0.023, 0.111, -0.134], [0.017, -0.112, -0.045], [-0.155, 0.060, -0.073], [0.135, 0.099, 0.000], [-0.548, 0.313, 0.319], [0.154, -0.033, 0.025], [-0.075, 0.064, 0.012], [-0.058, 0.068, -0.164], [0.222, -0.037, -0.019], [-0.057, 0.005, -0.066], [0.224, -0.075, 0.063], [0.012, 0.035, 0.103], [-0.052, -0.006, 0.101], [-0.071, 0.121, 0.062], [-0.035, 0.006, 0.064], [0.049, 0.050, -0.121], [-3.745, -3.870, -3.741], [0.129, -0.034, 0.077], [-0.029, -0.131, 0.128], [-0.020, 0.220, 0.002], [0.008, -0.137, 0.079], [0.038, -0.089, -0.149], [-0.008, 0.187, -0.063], [0.150, 0.082, -0.020], [0.139, -0.086, -0.025], [0.230, 0.028, -0.014], [-0.096, 0.027, 0.138], [-0.363, -1.141, 0.072], [0.036, 0.707, -0.105], [0.783, 0.619, 0.435], [0.067, 0.587, 0.019], [-0.870, 2.481, -0.717], [-0.117, 0.355, -0.148], [2.169, 1.898, 1.618], [-0.377, -0.097, -0.338], [-0.069, 0.049, 0.024], [-0.081, -0.151, 0.185], [0.011, -0.041, -0.006], [-1.000, 0.395, -1.164], [-0.054, -0.063, -0.099], [-0.010, 0.000, 0.058], [-0.069, -0.013, -0.024], [-0.041, -0.055, 0.054], [-0.548, -0.376, -0.055], [0.835, -0.923, 0.279], [0.308, -0.226, 0.199], [-0.012, 0.018, -0.036], [-0.169, -0.004, 0.118], [-0.065, -0.010, 0.150], [0.249, -0.616, 0.524], [0.798, -1.410, -0.107], [0.026, -0.038, -0.009], [0.027, 0.039, -0.010], [1.819, 1.941, 1.665], [-0.034, 0.018, 0.003], [0.000, -0.022, -0.049], [0.018, -0.030, 0.007], [0.342, 0.079, -0.470], [-0.012, -0.013, -0.025], [0.211, -0.246, 0.071], [0.004, 0.049, -0.019], [-0.949, -1.243, -0.068], [0.480, 0.973, 0.816], [0.176, 0.030, -0.031], [-0.032, 0.031, -0.038], [0.000, 0.045, 0.014], [0.214, 0.355, 0.348], [0.052, 0.083, -0.038], [0.943, 1.490, -0.075], [0.063, 0.272, 0.078], [0.075, -0.309, 0.221], [0.092, -1.046, -0.878], [0.021, 0.027, -0.042], [0.038, -0.001, 0.233], [0.014, 0.021, -0.022], [0.032, 0.033, -0.034], [-0.180, -0.244, -0.051], [-0.139, 0.164, 0.330]], "total_energy_ev": -2551034.9011, "e_homo_ha": -0.4149, "homo_lumo_gap_ev": 8.62, "charge": 1}


{"formula": "C18H26ClN3O", "method": "the ωB97M-V functional and the def2-TZVPD basis", "species": ["Cl", "O", "N", "N", "N", "C", "C", "C", "C", "C", "C", "C", "C", "C", "C", "C", "C", "C", "C", "C", "C", "C", "C", "H", "H", "H", "H", "H", "H", "H", "H", "H", "H", "H", "H", "H", "H", "H", "H", "H", "H", "H", "H", "H", "H", "H", "H", "H", "H"], "coordinates": [[-2.0057, 6.5931, -2.0196], [0.5918, -1.4499, 2.7400], [1.9332, -1.6925, 0.2990], [-1.4510, 3.3296, 1.7824], [-1.4069, -0.0291, -0.7137], [-1.8258, 3.9159, -2.3012], [-0.6265, -2.1702, -1.4944], [-1.5781, 2.3675, -0.4537], [0.7430, -1.6277, -1.9106], [-1.3330, 0.9558, 1.4844], [-1.6986, 2.6373, -1.8296], [-2.5792, -2.0303, 0.0979], [-1.7142, 4.7791, -0.0541], [-1.8368, 4.9871, -1.3983], [-1.5785, 3.4681, 0.4494], [1.9122, -2.1701, -1.0812], [1.6820, -2.3292, 2.6904], [1.9877, -2.7892, 1.2569], [2.9595, -0.6825, 0.5195], [-1.4474, 1.0505, 0.1025], [2.6123, 0.6415, -0.1540], [-1.3350, 2.1153, 2.2558], [-1.2417, -1.4094, -0.3162], [2.6600, 0.5588, -1.2361], [-3.0273, -1.4554, 0.9042], [1.6116, 0.9609, 0.1286], [2.9627, -3.3075, 1.2533], [-1.6865, 1.8312, -2.5498], [1.8587, -3.2633, -1.0927], [-1.9171, 4.1093, -3.3584], [-0.5412, -3.2251, -1.2309], [3.9461, -1.0294, 0.1619], [2.8482, -1.8940, -1.5856], [-1.2427, 2.0394, 3.3321], [-2.4308, -3.0499, 0.4423], [-3.2706, -2.0430, -0.7428], [2.5694, -1.8671, 3.1479], [-1.7031, 0.1048, -1.6667], [1.4103, -3.1966, 3.2961], [-1.7172, 5.5928, 0.6524], [-0.5458, -1.4459, 0.5240], [0.7272, -0.5400, -1.8549], [-1.3117, -2.1015, -2.3449], [3.0490, -0.5049, 1.5922], [-1.2640, 0.0013, 1.9766], [1.2156, -3.5038, 0.9631], [0.9321, -1.9100, -2.9491], [3.3201, 1.4053, 0.1587], [0.7838, -0.7273, 2.1268]], "forces_ev_per_a": [[-0.014, 0.163, -0.058], [-0.319, 0.324, 0.040], [0.159, -0.126, 0.208], [0.039, 0.240, 0.682], [-0.066, 0.168, -0.412], [0.000, -0.240, -0.115], [0.271, 0.368, 0.175], [-0.027, 0.351, 0.355], [0.119, -0.347, 0.020], [0.026, -0.255, -0.407], [-0.009, 0.056, -0.132], [0.307, 0.146, 0.045], [-0.027, 0.082, -0.294], [0.038, -0.090, 0.369], [-0.016, -0.463, -0.533], [-0.245, 0.243, -0.305], [0.438, -0.215, -0.140], [-0.104, 0.063, 0.278], [-0.032, 0.206, -0.092], [0.054, 0.042, 0.346], [0.182, -0.206, 0.132], [-0.020, 0.321, -0.065], [-0.329, -0.405, 0.091], [-0.022, 0.037, -0.144], [-0.092, 0.028, 0.087], [-0.136, 0.052, 0.018], [-0.064, -0.047, -0.021], [0.008, -0.021, -0.080], [0.057, 0.024, 0.028], [-0.006, 0.013, -0.082], [-0.085, -0.100, -0.018], [-0.057, -0.021, 0.104], [0.024, -0.072, 0.052], [0.016, -0.094, 0.100], [-0.020, -0.162, 0.062], [-0.073, -0.003, -0.100], [-0.085, -0.110, -0.025], [0.046, 0.041, 0.058], [0.117, 0.031, -0.046], [-0.001, 0.095, 0.056], [-0.058, 0.035, -0.092], [0.052, 0.049, -0.088], [-0.110, -0.062, 0.001], [0.038, -0.045, 0.013], [-0.018, -0.173, 0.047], [0.060, -0.045, -0.006], [0.011, 0.066, -0.063], [0.066, 0.112, -0.032], [-0.096, -0.053, -0.016]], "smiles": "CCN(CCO)CCC[C@H](C)Nc1ccnc2cc(Cl)ccc12", "total_energy_ev": -38128.6592, "e_homo_ha": -0.2927, "homo_lumo_gap_ev": 8.45, "relative_energy_kcal_mol": 1.7}


{"formula": "C18H26N4O2", "method": "the ωB97M-V functional and the def2-TZVPD basis", "species": ["O", "O", "N", "N", "N", "N", "C", "C", "C", "C", "C", "C", "C", "C", "C", "C", "C", "C", "C", "C", "C", "C", "C", "C", "H", "H", "H", "H", "H", "H", "H", "H", "H", "H", "H", "H", "H", "H", "H", "H", "H", "H", "H", "H", "H", "H", "H", "H", "H", "H"], "coordinates": [[2.0737, 0.5309, 4.0561], [-0.0602, 0.2365, -2.0885], [-2.0797, -1.8185, -4.9863], [-1.1287, 0.2148, -4.1102], [-1.8070, -3.5734, -3.6232], [-0.2293, 1.3916, 2.6008], [1.9605, -1.8058, 2.9460], [-0.3203, 1.7744, 1.1426], [0.9888, 1.6049, 0.3331], [-1.6149, 1.8346, -1.0030], [-1.8360, -0.4334, -5.0060], [0.3999, -2.6786, -0.8413], [1.7562, 1.9567, 4.0321], [0.1396, -0.0351, 2.7224], [-0.4618, -2.7179, -2.0609], [0.2767, 2.3744, 3.6291], [1.6635, -0.2405, 2.9166], [-0.3405, 1.6497, -1.8433], [0.8865, 2.2152, -1.0607], [-0.7046, -1.7333, -3.0463], [-1.4655, -2.3007, -3.9594], [-1.4886, 1.1277, 0.3961], [-0.6918, -0.4052, -3.0605], [-1.0732, -3.9160, -2.5215], [-2.5209, 1.2175, 0.8972], [-0.4672, 2.2537, -2.8426], [2.3252, 0.1928, 2.1780], [-0.4673, 2.1737, 4.3721], [0.2396, 3.3893, 3.4260], [0.7566, 3.3576, -0.9876], [-1.2596, 0.0722, 0.1932], [-0.2005, -2.9559, -0.0356], [2.4481, 2.5835, 3.4092], [1.1695, -3.4000, -0.8084], [2.9620, -2.0478, 3.2237], [-2.1508, 0.1964, -5.8602], [1.9304, 2.3039, 5.0191], [-0.4235, 2.8628, 1.2588], [1.8300, 2.0525, 0.8867], [0.8930, -1.7217, -0.6801], [1.6744, -2.1522, 1.9193], [-1.7849, 2.9430, -0.9984], [-2.4641, 1.3802, -1.6139], [1.2802, -2.3215, 3.5636], [1.7871, 1.9779, -1.6145], [-2.0809, -4.3008, -4.2583], [-0.3148, -0.7191, 2.0366], [-0.3492, -0.2632, 3.6350], [-1.0181, -4.8948, -2.1076], [1.3624, 0.5667, 0.2249]], "forces_ev_per_a": [[-0.615, 0.605, 0.896], [0.047, 1.308, 0.929], [-0.251, 5.545, -2.095], [-0.964, 1.958, -0.369], [1.064, -1.921, 0.425], [-0.504, 0.096, -3.381], [-0.804, 2.222, -1.206], [0.875, 0.674, 1.819], [0.608, -0.320, 0.200], [-0.494, -0.865, -1.069], [-0.314, -2.503, -1.503], [0.085, 1.105, -0.811], [-0.722, 0.161, -1.087], [1.433, 2.057, 1.484], [0.581, -3.593, 0.226], [1.133, -5.336, -0.201], [-0.226, -0.640, 0.026], [0.415, 1.592, -0.958], [-1.055, 0.792, -0.227], [1.247, -1.545, 3.605], [-3.497, -3.307, -2.738], [-1.306, 1.200, -0.590], [1.546, 2.156, -0.202], [1.218, 3.441, 1.341], [1.782, -0.189, -0.318], [0.342, -1.503, 1.711], [-0.442, -0.172, -1.102], [0.126, 0.188, 1.388], [-0.135, 1.810, -1.231], [0.223, -1.630, -0.205], [-0.223, 0.183, 0.169], [-1.029, 0.050, 1.798], [-0.252, -1.015, -0.053], [1.043, -0.992, -0.536], [0.710, -0.139, -0.057], [-0.155, -0.885, 0.461], [0.236, 0.049, 1.112], [-0.525, -0.020, -0.666], [-0.362, 0.297, -0.117], [-0.323, 0.139, 0.070], [0.743, 0.263, 0.635], [-0.017, -0.922, 0.506], [0.836, 0.562, 0.893], [-0.786, -0.478, 1.177], [0.210, 0.237, -0.224], [-0.359, 0.402, -0.479], [-0.187, 0.196, -1.095], [-0.002, -1.011, 1.433], [-0.158, -0.449, 0.160], [-0.795, 0.145, 0.059]], "smiles": "Cc1c[nH]c2ncnc(O[C@H]3CC[C@@H](N4CCO[C@@H](C)C4)CC3)c12", "total_energy_ev": -29140.6011, "e_homo_ha": -0.2861, "homo_lumo_gap_ev": 8.56, "relative_energy_kcal_mol": 121.7}